No. 1
Formula: C8H17NSi
Source: the Open Molecules 2025 dataset
Level of theory: wB97M-V/def2-TZVPD

ORCA input file:
```
! RIJCOSX wB97M-V def2-TZVPD def2/J DEFGRID3
* xyz 0 1
C 0.21 -2.70 0.33
C 0.00 2.19 -1.48
C -0.17 -1.60 1.03
C -0.59 1.22 -0.76
C 1.17 -2.71 -0.76
C 1.06 3.07 -1.24
C -1.30 -1.67 2.09
C -1.88 0.66 -1.24
N 0.54 0.97 2.20
Si 0.53 0.43 0.57
H -0.35 -3.62 0.48
H -0.52 2.42 -2.43
H 0.82 -3.09 -1.73
H 1.51 -1.63 -1.09
H 2.02 -3.40 -0.54
H 1.97 2.70 -1.69
H 0.91 4.11 -1.69
H 1.33 3.39 -0.22
H -0.75 -1.77 3.09
H -1.90 -0.73 2.13
H -1.90 -2.53 1.91
H -2.63 0.71 -0.49
H -2.18 1.25 -2.13
H -1.66 -0.35 -1.57
H 0.72 1.90 2.54
H 1.07 0.26 2.77
H 1.98 0.53 -0.08
*
```

## Properties
HOMO energy: -8.704 eV
LUMO energy: 0.76 eV
energy relative to the best compared isomer or geometry (same formula, charge and spin): 1.400 eV
electronic energy: -17937.645 eV
SMILES: C/C=C(/C)[SiH](N)/C(C)=C\C
HOMO-LUMO gap: 9.5 eV

***

No. 2
Formula: C8H17O5PS2
Source: the Open Molecules 2025 dataset
Level of theory: wB97M-V/def2-TZVPD

ORCA input file:
```
! RIJCOSX wB97M-V def2-TZVPD def2/J DEFGRID3
* xyz 0 1
C 4.22 0.35 0.12
C 3.25 -0.66 -0.52
C 2.08 -0.87 0.42
C 0.85 -1.48 -0.25
C -0.30 -1.61 0.76
C -1.62 -0.93 0.40
S -2.36 -0.43 2.05
O -2.61 -1.74 -0.25
S -3.84 -0.72 -0.63
O -4.96 -0.98 0.17
O -4.05 -0.71 -2.02
O -3.08 0.70 -0.31
C -1.67 0.34 -0.42
P -0.45 1.69 -0.09
C -1.48 3.16 0.30
O 0.15 2.00 -1.60
H 5.21 0.30 -0.32
H 3.81 1.35 0.06
H 4.31 0.12 1.18
H 3.80 -1.60 -0.60
H 2.95 -0.26 -1.47
H 1.78 0.06 0.89
H 2.36 -1.54 1.23
H 0.59 -0.84 -1.10
H 1.14 -2.44 -0.67
H -0.54 -2.66 0.84
H 0.01 -1.31 1.75
H -2.43 -1.62 2.66
H -1.62 0.02 -1.47
H -1.05 4.03 -0.18
H -1.41 3.31 1.37
H -2.50 3.06 -0.04
H -0.54 1.91 -2.28
*
```

## Properties
HOMO energy: -9.404 eV
LUMO energy: 0.42 eV
energy relative to the best compared isomer or geometry (same formula, charge and spin): 1.635 eV
electronic energy: -49767.067 eV
HOMO-LUMO gap: 9.8 eV

***

No. 3
Formula: C8H17OPS2
Source: the Open Molecules 2025 dataset
Level of theory: wB97M-V/def2-TZVPD

ORCA input file:
```
! RIJCOSX wB97M-V def2-TZVPD def2/J DEFGRID3
* xyz 0 1
C 0.68 1.01 -1.26
C -1.61 0.26 -0.14
C -0.07 0.07 -0.26
C -1.58 0.17 -2.87
C 2.04 -0.49 0.97
C -0.21 -0.98 2.02
C 0.89 1.27 2.02
C 0.60 0.01 1.16
O -1.81 -0.76 -5.39
P -2.28 0.55 -4.54
S 0.21 0.61 -3.02
S -2.39 1.14 -1.60
H 0.36 2.02 -1.12
H 1.65 0.72 -1.06
H -1.96 -0.70 -0.03
H -2.10 0.97 0.56
H -0.01 -0.84 -0.74
H -1.51 -0.95 -2.53
H 2.68 -0.11 0.26
H 2.06 -1.67 0.73
H 2.63 -0.47 1.83
H 0.39 -1.24 2.81
H -1.14 -0.63 2.55
H -0.39 -1.75 1.32
H 1.42 1.11 2.89
H -0.13 1.70 2.37
H 1.51 2.04 1.36
H -0.84 -0.94 -5.42
H -3.49 0.06 -4.18
*
```

## Properties
HOMO energy: -8.620 eV
LUMO energy: 0.60 eV
energy relative to the best compared isomer or geometry (same formula, charge and spin): 1.014 eV
electronic energy: -41576.300 eV
SMILES: CC(C)(C)[C@H]1CS[C@@H](PO)SC1
HOMO-LUMO gap: 9.2 eV

***

No. 4
Formula: C8H18BFI2N5O6PS
Source: the Open Molecules 2025 dataset
Level of theory: wB97M-V/def2-TZVPD

ORCA input file:
```
! RIJCOSX wB97M-V def2-TZVPD def2/J DEFGRID3
* xyz 0 1
C 6.70 0.27 1.36
O 5.35 0.04 1.94
B 4.38 -0.19 0.82
O 4.83 -0.79 -0.47
C 2.80 0.17 1.00
N 2.35 1.51 0.38
C 0.89 1.43 0.78
N 0.09 2.46 0.38
I 1.09 3.98 -0.67
P -1.64 2.70 0.59
N -2.16 4.19 -0.29
O -1.85 3.14 2.30
N 0.44 0.25 1.58
C -0.82 -0.24 2.21
C -1.45 -1.41 1.24
C -2.38 -0.84 0.01
I -3.96 -2.35 -0.39
N 1.63 -0.51 1.65
S 1.98 -2.06 2.35
O 3.10 -1.98 3.46
O 2.57 -3.06 1.27
F 0.67 -2.90 3.06
H 6.66 0.88 0.34
H 7.38 0.92 2.09
H 7.23 -0.78 1.22
H 5.05 0.01 -1.05
H -1.70 5.04 0.14
H -3.19 4.35 -0.14
H -0.96 2.93 2.77
H -0.52 -0.66 3.29
H -1.66 0.54 2.43
H -0.51 -1.96 0.75
H -1.97 -2.22 1.91
H -1.79 -0.74 -0.99
H -2.94 0.13 0.33
C -4.12 -2.18 -4.84
C -4.82 -0.84 -4.55
O -4.34 -0.39 -3.40
H -4.32 -2.92 -4.06
H -4.49 -2.59 -5.79
H -3.03 -2.06 -4.94
H -5.90 -1.06 -4.62
H -4.67 -0.23 -5.45
*
```

## Properties
HOMO energy: -4.792 eV
LUMO energy: -3.12 eV
electronic energy: -68029.434 eV
HOMO-LUMO gap: 1.7 eV